{
  "formula": "C5F15HfO15S5",
  "method": "the ωB97M-V functional and the def2-TZVPD basis",
  "elements": ["Hf", "C", "F", "F", "F", "S", "O", "O", "O", "C", "F", "F", "F", "S", "O", "O", "O", "C", "F", "F", "F", "S", "O", "O", "O", "C", "F", "F", "F", "S", "O", "O", "O", "C", "F", "F", "F", "S", "O", "O", "O"],
  "xyz": [[0.251280, 0.092742, 0.020661], [1.034441, 3.488054, -2.700965], [0.115364, 2.866064, -3.386657], [2.119317, 3.591599, -3.424496], [0.568189, 4.663247, -2.339514], [1.463053, 2.569266, -1.104169], [0.255687, 2.376853, -0.250371], [1.802669, 1.143175, -1.381311], [2.490325, 3.295607, -0.397706], [1.948800, 1.957427, 3.793974], [3.239202, 1.971074, 4.148296], [1.192815, 1.898885, 4.886030], [1.642759, 3.058409, 3.112698], [1.710108, 0.444181, 2.705539], [2.165377, 0.697693, 1.336464], [2.299369, -0.656153, 3.410988], [0.252145, 0.336192, 2.441133], [1.489892, -4.071659, -0.513158], [1.411440, -5.169139, 0.250745], [2.400458, -4.125910, -1.462859], [0.258799, -3.905724, -1.016375], [1.828228, -2.525816, 0.536295], [2.830843, -2.884360, 1.493551], [2.045257, -1.350547, -0.316094], [0.524292, -2.063616, 1.066613], [-2.476251, -1.224416, -3.409890], [-3.366620, -0.258499, -3.520935], [-2.897705, -2.116611, -2.537789], [-2.243771, -1.813225, -4.563387], [-0.867822, -0.440116, -2.803504], [-1.095729, 0.661182, -1.846350], [-0.135661, -1.353263, -1.916572], [-0.109090, -0.014580, -3.946005], [-3.376586, -0.264511, 2.575864], [-4.354562, -1.178724, 2.532740], [-3.862324, 0.899987, 3.024463], [-2.395226, -0.647778, 3.391855], [-2.752637, -0.034637, 0.838528], [-3.854074, 0.157102, -0.049634], [-1.739308, 1.043736, 0.814073], [-1.812745, -1.113193, 0.507229]],
  "atomic_forces_ev_per_a": [[-0.642, -0.665, 0.412], [-0.334, -0.958, 1.108], [-0.443, -0.451, -0.283], [0.702, 0.328, -0.285], [0.097, 0.792, 0.078], [1.075, -1.440, 3.229], [-0.598, 0.442, -0.331], [-0.151, 0.049, -0.962], [-0.652, 0.232, -1.746], [0.210, -0.328, -0.785], [-0.329, 0.307, 0.024], [0.133, -0.141, -0.201], [0.176, -0.167, 0.236], [-1.706, -1.787, -0.320], [1.317, 0.705, -0.610], [0.036, 1.200, 0.054], [-0.505, 0.233, 0.526], [-1.598, 1.467, 0.960], [0.935, 0.319, -0.460], [-0.013, -0.727, -0.030], [0.650, -0.217, -0.450], [-0.974, 1.434, 1.614], [-0.249, -0.343, -1.017], [1.889, 0.139, -2.093], [-0.940, -1.103, 0.826], [0.891, 0.472, 1.121], [-0.297, 0.095, -0.398], [-0.129, -0.199, 0.146], [-0.132, -0.018, -0.412], [3.040, 1.334, 0.732], [-1.419, 0.822, 0.210], [0.038, -1.499, 0.283], [-1.253, -0.634, -0.455], [0.338, 0.208, -0.045], [0.387, 0.291, 0.321], [-0.055, -0.432, -0.187], [-0.641, -0.057, -0.478], [2.775, 0.855, -2.503], [-0.590, -0.268, 1.039], [-0.572, 1.942, 1.021], [-0.465, -2.233, 0.113]],
  "mulliken_charge": [2.993, 0.571, -0.169, -0.192, -0.195, 1.199, -0.684, -0.631, -0.545, 0.584, -0.205, -0.194, -0.195, 1.028, -0.631, -0.537, -0.791, 0.639, -0.211, -0.192, -0.191, 1.044, -0.505, -0.645, -0.651, 0.610, -0.202, -0.192, -0.195, 1.321, -0.685, -0.844, -0.610, 0.512, -0.201, -0.201, -0.168, 1.203, -0.546, -0.761, -0.733],
  "e_lumo_ev": 2.67,
  "relative_energy_ev": 1.688,
  "charge": -1,
  "energy_ev": -132150.0817
}



{
  "formula": "C5F15MgN2O11S5",
  "method": "the ωB97M-V functional and the def2-TZVPD basis",
  "elements": ["Mg", "C", "F", "F", "F", "S", "O", "O", "O", "C", "F", "F", "F", "S", "O", "O", "N", "S", "O", "O", "C", "F", "F", "F", "C", "F", "F", "F", "S", "O", "O", "N", "S", "O", "O", "C", "F", "F", "F"],
  "xyz": [[-0.049429, 0.094097, 0.206167], [-2.025097, -0.903612, -3.031064], [-1.185758, -1.433095, -3.902337], [-2.989249, -0.338324, -3.740145], [-2.516861, -1.805981, -2.236410], [-1.162727, 0.491045, -2.087331], [0.226216, 0.161222, -1.775067], [-1.393304, 1.700769, -2.829861], [-1.737362, 0.511700, -0.720966], [-2.017812, 2.916628, 1.783043], [-1.716115, 3.642715, 0.732446], [-2.324579, 3.644548, 2.823322], [-3.045092, 2.160120, 1.448622], [-0.517852, 1.797427, 2.191340], [0.086268, 2.154080, 3.434310], [-0.982531, 0.433920, 2.014882], [0.479755, 1.799761, 0.760062], [1.540439, 2.923439, 1.058817], [0.953581, 4.156309, 1.547326], [2.680519, 2.414644, 1.776924], [2.164102, 3.337716, -0.635486], [2.985158, 4.385980, -0.516466], [2.827035, 2.332268, -1.195601], [1.126463, 3.675500, -1.410569], [2.272939, -2.593262, -1.349389], [1.361578, -3.522348, -1.549159], [3.480852, -3.094585, -1.465343], [2.114905, -1.676333, -2.270676], [2.090208, -1.859969, 0.371522], [2.800037, -2.695404, 1.307010], [2.493715, -0.477547, 0.243128], [0.402306, -1.689669, 0.618603], [-0.073450, -2.959949, 1.470709], [0.529139, -4.230560, 1.136017], [-0.220722, -2.614680, 2.861631], [-1.843840, -3.171137, 0.828423], [-1.833190, -3.737471, -0.371786], [-2.523526, -3.947458, 1.680321], [-2.456708, -1.982514, 0.793012]],
  "atomic_forces_ev_per_a": [[-0.419, -0.460, -0.573], [0.712, 1.617, -0.371], [0.602, -0.575, -0.062], [-0.706, 0.090, 0.030], [-0.204, -0.679, 0.503], [-0.449, 2.261, 1.307], [1.022, -0.832, -1.777], [0.070, -1.201, -0.282], [-1.795, -0.412, -0.685], [0.578, -0.712, -0.736], [0.127, 0.614, -0.042], [0.002, 0.476, 0.461], [-0.209, -0.405, 0.334], [0.870, -1.238, -1.227], [-0.587, 0.253, -0.628], [-0.892, -0.016, 0.681], [-1.366, 2.831, 3.254], [2.806, 1.658, 0.540], [-0.102, -0.764, -0.530], [-0.407, 0.214, -0.534], [-0.399, 0.015, 0.044], [-0.118, -0.153, -0.103], [-0.144, 0.094, 0.067], [0.331, -0.032, -0.012], [-0.497, 0.169, 0.370], [-0.263, -0.653, 0.050], [0.667, -0.455, 0.138], [0.023, 0.675, -0.289], [0.009, 1.427, 0.893], [-0.873, 0.501, -1.073], [-0.238, -0.476, -0.376], [3.318, -3.411, -0.251], [-2.143, -1.698, 1.636], [-0.121, 1.010, -0.180], [0.068, -0.088, -0.779], [0.672, 0.432, 0.864], [-0.205, 0.142, -0.008], [0.222, -0.021, -0.295], [0.034, -0.199, -0.357]],
  "mulliken_charge": [1.039, 0.580, -0.229, -0.215, -0.175, 1.193, -0.718, -0.666, -0.733, 0.746, -0.195, -0.218, -0.198, 0.725, -0.588, -0.609, 0.186, 0.940, -0.643, -0.641, 0.633, -0.222, -0.199, -0.230, 0.743, -0.224, -0.236, -0.185, 0.684, -0.569, -0.467, 0.046, 0.961, -0.600, -0.662, 0.615, -0.215, -0.234, -0.222],
  "e_lumo_ev": 2.70,
  "charge": -1,
  "energy_ev": -131074.5728
}



{
  "formula": "C5F15O15S5Sn",
  "method": "the ωB97M-V functional and the def2-TZVPD basis",
  "elements": ["Sn", "C", "F", "F", "F", "S", "O", "O", "O", "C", "F", "F", "F", "S", "O", "O", "O", "C", "F", "F", "F", "S", "O", "O", "O", "C", "F", "F", "F", "S", "O", "O", "O", "C", "F", "F", "F", "S", "O", "O", "O"],
  "xyz": [[-0.937021, 0.218286, 0.648102], [-0.813009, -4.887561, -0.054989], [-2.132166, -4.720705, 0.166716], [-0.525277, -6.181763, 0.185641], [-0.553559, -4.623275, -1.329724], [0.160377, -3.822624, 1.129805], [-0.435677, -2.496420, 0.994949], [-0.086104, -4.493442, 2.381175], [1.505131, -3.927221, 0.615852], [2.851688, -0.173705, 4.349631], [3.348006, 1.040256, 4.170099], [3.267201, -1.010063, 3.400987], [3.337010, -0.619398, 5.530425], [0.981689, -0.185487, 4.373495], [0.643152, -1.471302, 4.909423], [0.601133, 0.939750, 5.205211], [0.638438, 0.065509, 2.968083], [-1.715533, -2.501342, -3.667186], [-2.387247, -3.125209, -2.694603], [-0.504746, -3.081725, -3.734867], [-2.316675, -2.700361, -4.851316], [-1.576125, -0.680728, -3.270188], [-0.505616, -0.194005, -4.101731], [-2.873477, -0.154028, -3.596739], [-1.253915, -0.767238, -1.843165], [-1.578744, 3.621039, -2.518954], [-0.518442, 4.092530, -1.880281], [-2.039840, 4.610430, -3.304976], [-1.259433, 2.577973, -3.265530], [-2.927147, 3.148528, -1.313027], [-2.574523, 1.822439, -0.780196], [-2.954660, 4.186297, -0.306493], [-4.098839, 3.105552, -2.158064], [2.940627, 2.632231, 1.135771], [2.241474, 2.726301, 2.262740], [3.928846, 3.543233, 1.185765], [3.514160, 1.428754, 1.034022], [1.817905, 2.968942, -0.303036], [2.432570, 2.364052, -1.451734], [0.561204, 2.320096, 0.090996], [1.797164, 4.405405, -0.312088]],
  "atomic_forces_ev_per_a": [[0.719, 0.409, -1.406], [0.149, 0.695, 0.840], [-0.006, -0.190, -0.270], [-0.082, -0.100, -0.294], [-0.049, -0.189, -0.025], [0.531, -0.377, -0.184], [-0.392, 0.544, -0.136], [-0.239, 0.155, 0.068], [-0.076, 0.038, -0.046], [-1.153, -0.536, 0.364], [0.297, 0.186, -0.332], [0.445, 0.207, -0.105], [0.055, -0.035, 0.004], [-0.712, 1.245, -0.021], [0.179, -0.456, -0.162], [0.453, -0.079, 0.198], [0.001, -0.397, -0.384], [0.708, 0.638, 0.516], [-0.452, -0.159, -0.431], [-0.081, 0.025, -0.150], [-0.212, -0.207, 0.090], [0.074, 0.374, -0.486], [0.167, -0.388, 0.057], [-0.260, -0.330, 0.265], [0.180, 0.233, 0.987], [-0.740, -0.206, 0.973], [0.254, -0.064, -0.203], [0.027, 0.028, -0.283], [0.274, 0.147, -0.201], [-1.030, 0.024, 0.236], [0.859, -0.319, 0.367], [0.426, 0.079, -0.104], [0.120, -0.051, -0.140], [-0.409, 0.058, -0.584], [0.229, -0.153, 0.218], [0.148, -0.030, 0.051], [-0.091, -0.051, 0.346], [0.445, 0.133, -0.612], [0.294, -0.301, 0.063], [-0.684, -0.865, 0.595], [-0.367, 0.265, 0.321]],
  "mulliken_charge": [1.539, 0.483, -0.242, -0.236, -0.205, 1.111, -0.459, -0.665, -0.714, 0.544, -0.217, -0.219, -0.257, 1.164, -0.677, -0.710, -0.479, 0.410, -0.218, -0.231, -0.231, 1.186, -0.696, -0.655, -0.467, 0.567, -0.201, -0.258, -0.179, 1.101, -0.552, -0.713, -0.681, 0.548, -0.217, -0.268, -0.224, 1.161, -0.729, -0.542, -0.671],
  "e_lumo_ev": 5.48,
  "relative_energy_ev": 0.252,
  "charge": -3,
  "energy_ev": -136670.7770
}



{
  "formula": "C5H10",
  "method": "the ωB97M-V functional and the def2-TZVPD basis",
  "elements": ["C", "C", "C", "C", "C", "H", "H", "H", "H", "H", "H", "H", "H", "H", "H"],
  "xyz": [[2.506440, -0.210864, -0.026242], [1.220178, 0.382721, -0.291074], [0.096187, -0.027232, 0.388402], [-1.315560, 0.646091, 0.098695], [-2.319254, -0.397628, -0.202191], [2.847821, -0.838944, -0.972281], [3.401828, 0.529220, 0.256382], [2.562608, -0.938060, 0.732204], [1.182707, 1.053495, -0.836647], [0.338819, -0.492741, 1.177374], [-1.364691, 1.250711, 1.088932], [-1.116556, 1.259894, -0.692565], [-3.511870, -0.010924, -0.270799], [-2.053101, -1.121543, -1.133052], [-2.475549, -1.084196, 0.682868]],
  "atomic_forces_ev_per_a": [[4.346, -0.010, -1.789], [-2.459, -11.104, 10.541], [-0.195, 5.635, -7.383], [3.096, -1.488, 4.047], [-4.186, -2.163, -0.255], [-0.361, 1.483, 1.600], [-1.953, -1.260, -0.964], [-0.496, -0.882, 1.208], [-0.791, 11.121, -9.938], [0.684, -4.342, 5.903], [-1.099, -0.791, -1.739], [0.128, 1.951, -2.013], [3.318, -0.673, -0.429], [-0.632, 2.042, 2.098], [0.600, 0.481, -0.888]],
  "mulliken_charge": [-1.093, -0.497, -0.573, -0.300, -0.944, 0.219, 0.256, 0.332, 0.759, 0.531, 0.227, 0.295, 0.258, 0.255, 0.275],
  "e_lumo_ev": 1.17,
  "relative_energy_ev": 4.164,
  "smiles": "C/C=C/CC",
  "energy_ev": -5343.1023
}



{
  "formula": "C5H10",
  "method": "the ωB97M-V functional and the def2-TZVPD basis",
  "elements": ["C", "C", "C", "H", "H", "H", "H", "H", "H", "C", "C", "H", "H", "H", "H"],
  "xyz": [[1.297493, 0.365213, -1.284643], [1.609520, 0.077183, -0.024100], [1.037714, 0.769715, 1.178473], [0.575858, 1.145339, -1.522046], [1.747648, -0.159495, -2.123075], [2.339018, -0.709677, 0.172641], [1.797912, 1.392369, 1.666580], [0.686806, 0.045515, 1.923506], [0.190063, 1.404959, 0.904145], [-2.073497, -0.345555, -0.660060], [-1.694889, -1.100167, 0.364420], [-2.981659, 0.251183, -0.633406], [-1.478494, -0.293198, -1.568665], [-0.777676, -1.683381, 0.324791], [-2.275815, -1.160000, 1.281440]],
  "atomic_forces_ev_per_a": [[0.052, -0.019, 0.153], [0.001, 0.046, -0.185], [-0.041, 0.037, 0.017], [0.110, -0.113, 0.059], [-0.033, 0.061, 0.145], [-0.084, 0.111, -0.047], [-0.091, -0.108, -0.058], [0.058, 0.095, -0.118], [0.154, -0.070, 0.024], [0.034, -0.114, 0.111], [-0.069, 0.086, -0.130], [0.097, -0.107, 0.027], [-0.096, -0.017, 0.149], [-0.137, 0.096, -0.010], [0.045, 0.018, -0.138]],
  "mulliken_charge": [-0.778, 0.068, -1.000, 0.289, 0.244, 0.309, 0.327, 0.256, 0.287, -0.476, -0.503, 0.235, 0.242, 0.271, 0.230],
  "e_lumo_ev": 1.28,
  "relative_energy_ev": 1.776,
  "smiles": "C=CC.C=C",
  "energy_ev": -5345.4905
}



{
  "formula": "C5H10",
  "method": "the ωB97M-V functional and the def2-TZVPD basis",
  "elements": ["C", "C", "C", "C", "C", "H", "H", "H", "H", "H", "H", "H", "H", "H", "H"],
  "xyz": [[1.730117, -0.302020, 0.454239], [-0.365592, -0.173977, -1.098959], [-1.567417, -0.946618, -0.761733], [0.487459, 0.515761, 0.854915], [-0.336845, 1.084564, -0.338550], [2.434351, 0.340486, -0.084626], [2.182857, -0.622463, 1.391195], [1.577664, -1.186680, -0.175737], [-1.450725, -2.027742, -0.844714], [-2.151324, -0.672073, 0.133914], [-2.151341, -0.631306, -1.648455], [-0.158884, -0.081717, 1.510391], [0.859446, 1.348441, 1.454658], [-1.316077, 1.476406, -0.007909], [0.226310, 1.878934, -0.838630]],
  "atomic_forces_ev_per_a": [[0.213, 0.024, 0.197], [-0.642, 0.253, -0.419], [0.002, -0.153, 0.034], [0.192, -0.092, 0.210], [0.095, -0.055, -0.228], [-0.051, -0.115, 0.086], [0.321, -0.057, -0.022], [-0.235, 0.314, 0.275], [-0.056, 0.031, -0.066], [0.127, 0.033, -0.088], [-0.080, -0.088, 0.011], [0.041, 0.110, -0.220], [-0.206, 0.066, -0.017], [0.251, -0.151, 0.126], [0.029, -0.121, 0.120]],
  "mulliken_charge": [-1.047, -0.266, -0.921, -0.473, -0.415, 0.257, 0.349, 0.379, 0.304, 0.315, 0.328, 0.297, 0.320, 0.260, 0.314],
  "e_lumo_ev": 0.69,
  "relative_energy_ev": 3.843,
  "energy_ev": -5343.4232
}



Calculated HOMO-LUMO gap (eV), listed in the same order as above: 10.818 10.870 8.157 10.064 10.882 8.676